[1]
The following is a DFT calculation (ωB97M-V with the def2-TZVPD basis set) of a single C4H11N3 molecule at a distorted geometry.

Geometry (Å):
C: -0.0270 1.8645 -0.3003
C: -0.9937 0.8223 0.2231
C: -0.8441 -0.6401 -0.2395
C: 0.2165 -1.0260 -0.9604
N: 0.9191 -2.2066 -0.7429
N: -1.4912 -1.5802 0.5600
N: 1.3899 1.6756 0.3357
H: -0.0735 1.9221 -1.4415
H: -0.1620 2.9231 -0.0162
H: -2.0058 1.2173 0.0458
H: -0.8752 0.8783 1.3381
H: 0.6582 -0.2047 -1.5893
H: 1.9012 -2.2987 -1.1235
H: 0.9369 -2.5242 0.2622
H: -1.3290 -1.4120 1.4989
H: -1.3930 -2.5973 0.4038
H: 1.6949 2.3963 1.0084
H: 1.4777 0.7903 0.7376

- Charge: 0
- LUMO level: 1.00 eV
- SMILES: N/C=C(\N)CCN
- Relative energy (zero: lowest compared OMol25 entry of this formula, charge and spin): 63.5 kcal/mol
- HOMO-LUMO gap: 8.23 eV
- Calculated total energy: -8794.86345 eV
- HOMO: -7.23 eV
- M: 101.15 g mol⁻¹

---

[2]
The following is a DFT calculation (ωB97M-V with the def2-TZVPD basis set) of a single C4H11N3 molecule at a distorted geometry.

Geometry (Å):
C: -0.4688 0.7811 -0.5866
C: 0.5844 -1.4901 0.0652
C: 0.7662 1.4556 -1.1828
C: -0.0762 -0.2068 0.4737
N: 0.0739 -0.4867 2.7518
N: -1.2142 0.1040 -1.6403
N: -0.3672 0.1873 1.6527
H: -1.0218 1.5386 0.0675
H: -0.5496 -0.3415 3.5337
H: 0.3440 -1.4594 2.6248
H: -1.4381 0.7536 -2.3861
H: -2.0851 -0.2662 -1.2754
H: 1.6550 -1.4519 0.2714
H: 0.1683 -2.3354 0.6173
H: 0.4248 -1.6437 -0.9976
H: 1.3663 0.7223 -1.7179
H: 0.4702 2.2398 -1.8775
H: 1.3681 1.8992 -0.3938

- Charge: 0
- LUMO level: 1.08 eV
- SMILES: C/C(=N\N)[C@@H](C)N
- Relative energy (zero: lowest compared OMol25 entry of this formula, charge and spin): 42.4 kcal/mol
- HOMO-LUMO gap: 9.63 eV
- Calculated total energy: -8795.78103 eV
- HOMO: -8.55 eV
- M: 101.15 g mol⁻¹